[1]
{"formula": "C35H33AsI2N2O5ReS", "method": "the ωB97M-V functional and the def2-TZVPD basis", "e_lumo_ha": [-0.0527, -0.0473], "s_squared": 0.857, "max_force_ev_per_a": 1.48, "homo_lumo_gap_ha": [0.234, 0.239], "relative_energy_ev": 0.939, "spin_multiplicity": 2, "species": ["Re", "I", "I", "As", "S", "O", "O", "O", "O", "O", "N", "N", "C", "C", "C", "C", "C", "C", "C", "C", "C", "C", "C", "C", "C", "C", "C", "C", "C", "C", "C", "C", "C", "C", "C", "C", "C", "C", "C", "C", "C", "C", "C", "C", "C", "C", "C", "H", "H", "H", "H", "H", "H", "H", "H", "H", "H", "H", "H", "H", "H", "H", "H", "H", "H", "H", "H", "H", "H", "H", "H", "H", "H", "H", "H", "H", "H", "H", "H", "H"], "coordinates": [[0.5163, -0.3696, 2.2783], [-1.3938, -2.3775, 5.8960], [-2.2169, -0.6597, 2.8425], [-0.7316, 1.0651, -0.4038], [2.9119, -0.7495, 2.4435], [0.2979, 1.6471, 2.2511], [0.7403, 0.1626, 4.3244], [0.5121, 4.6334, 2.9646], [1.1105, 1.9255, 6.8160], [1.6934, 4.6374, 5.7029], [0.4692, -0.2746, 0.2994], [0.9855, -2.3807, 2.6423], [-1.7269, -1.2857, -2.0507], [3.6131, -2.3203, -1.7343], [2.3300, -2.3343, 2.8035], [0.8244, 1.4705, 4.4621], [1.5417, -0.9303, -0.4366], [-2.7160, -2.2233, -2.3444], [0.9600, -4.6805, 3.2019], [2.3502, -4.6378, 3.3913], [1.4402, 3.6551, -3.7920], [-4.0034, -2.1394, -1.8280], [1.2214, 2.8288, -1.5183], [2.6242, -3.0110, -1.0465], [0.7366, 3.6819, 3.6689], [-3.3490, -0.0930, -0.6828], [0.1064, 2.0454, -1.8978], [1.2268, 3.7074, 5.1267], [0.2805, 2.9714, -4.1168], [3.0449, -3.4673, 3.1923], [-2.1834, -0.6528, 4.9847], [2.1755, 4.4944, -4.8102], [-0.4192, -1.4520, -2.8002], [-1.7643, 1.6546, -3.6717], [-4.3009, -1.0553, -1.0154], [-2.0275, -0.2236, -1.1681], [-3.8662, 1.1025, 0.1156], [0.5979, 2.2568, 3.3828], [2.5184, -0.2455, -1.1562], [1.0769, 2.2724, 5.6666], [1.7120, 2.9245, -0.0830], [0.3114, -3.5331, 2.8397], [-0.4225, 2.1918, -3.1950], [1.5999, -2.3197, -0.4150], [-5.0654, -3.1573, -2.1822], [3.5463, -0.9351, -1.7903], [1.8747, 3.5960, -2.4734], [-4.6478, 1.6087, -0.4576], [-0.6304, -1.6462, -3.8544], [2.8810, -5.5344, 3.7022], [-0.7574, -3.5051, 2.6870], [4.1194, -3.4008, 3.3265], [-0.1216, 3.0628, -5.1232], [3.2109, 4.1602, -4.9178], [4.3044, -0.3741, -2.3273], [-4.6756, -3.9161, -2.8649], [0.3966, -5.5933, 3.3405], [2.4982, 0.8305, -1.2065], [-3.1024, 1.8338, 0.3473], [2.6433, -4.0955, -1.0049], [1.6971, 4.4425, -5.7886], [4.4195, -2.8559, -2.2267], [1.7601, 1.9656, 0.4285], [-4.3227, 0.7843, 1.0547], [-1.7128, 0.6199, -4.0041], [-5.9209, -2.6736, -2.6655], [0.8028, -2.8604, 0.0753], [-2.5254, 1.7128, -2.9024], [-3.2225, -0.5690, 5.2690], [2.7086, 3.3702, -0.0479], [0.1510, -2.3032, -2.4281], [-1.5926, 0.2044, 5.2725], [2.2033, 5.5418, -4.4997], [2.7410, 4.1821, -2.1706], [-2.4689, -3.0402, -3.0212], [-2.1034, 2.2516, -4.5183], [-5.4413, -3.6641, -1.2867], [0.2159, -0.5755, -2.7443], [1.0471, 3.5561, 0.5098], [-5.3180, -0.9352, -0.6372]]}

***

[2]
{"formula": "C4H5NO", "method": "the ωB97M-V functional and the def2-TZVPD basis", "e_lumo_ha": -0.0033, "max_force_ev_per_a": 0.70, "homo_lumo_gap_ha": 0.365, "relative_energy_ev": 3.635, "species": ["O", "N", "C", "C", "C", "C", "H", "H", "H", "H", "H"], "coordinates": [[-1.9695, 1.4400, -0.0362], [-0.2801, 0.2385, 0.9434], [-0.4225, 0.2127, -1.4085], [-0.9934, 0.7268, -0.1212], [0.9245, -0.5067, 0.7522], [0.5566, -0.6482, -1.5959], [-0.7237, 0.2879, 1.8487], [-0.8950, 0.5416, -2.3300], [1.8095, 0.1296, 0.6343], [0.9061, -1.1715, -0.1886], [1.0650, -1.2425, 1.5420]]}

***

[3]
{"formula": "C3H10NP", "method": "the ωB97M-V functional and the def2-TZVPD basis", "e_lumo_ha": [0.0065, 0.0279], "max_force_ev_per_a": 4.10, "homo_lumo_gap_ha": [0.254, 0.281], "relative_energy_ev": 3.577, "species": ["P", "N", "C", "C", "C", "H", "H", "H", "H", "H", "H", "H", "H", "H", "H"], "coordinates": [[0.2156, -0.0474, -0.6880], [-0.1517, 1.3034, -1.6706], [-1.3440, 0.1915, 0.3886], [1.0759, -2.0000, 2.0573], [0.6066, 2.0821, -2.4535], [-1.6600, 1.0719, 1.0012], [1.0009, -2.7210, 2.8730], [0.7193, -2.5141, 1.0765], [-1.2353, -0.6354, 1.1456], [2.1369, -1.5179, 1.7187], [-1.1764, 1.5356, -1.7060], [0.0704, 2.8689, -2.8514], [-2.1446, -0.2214, -0.2516], [1.6922, 2.0302, -2.6579], [0.1942, -1.4265, 2.0182]]}

***

[4]
{"formula": "C3ClO2", "method": "the ωB97M-V functional and the def2-TZVPD basis", "e_lumo_ha": 0.1251, "total_charge": -1, "max_force_ev_per_a": 4.27, "homo_lumo_gap_ha": 0.247, "relative_energy_ev": 3.279, "species": ["Cl", "O", "O", "C", "C", "C"], "coordinates": [[-0.6167, 2.1135, 1.2457], [-0.5953, -0.2390, 2.2901], [0.8713, -1.1601, -2.7329], [-0.4390, 0.3603, 1.2537], [0.2811, -0.2597, -0.4669], [0.4985, -0.8150, -1.5897]]}